Entry P
Below is the ion C3H10NO3 with charge +1, with properties calculated with ωB97M-V/def2-TZVPD.

CARTESIAN COORDINATES (ANGSTROEM)
C -1.33 -1.21 -0.22
C 0.99 -0.63 -1.10
C -0.06 0.90 0.45
N -0.01 -0.62 0.06
O -0.80 0.89 1.61
O -0.25 1.65 -0.57
O 1.54 1.17 0.93
H -1.19 -1.93 -1.02
H -1.78 -1.65 0.66
H -2.05 -0.41 -0.50
H 0.36 -0.85 -1.98
H 1.45 0.31 -1.15
H 1.69 -1.31 -0.86
H 0.37 -1.10 0.84
H -1.02 1.73 1.86
H 0.50 2.15 -0.83
H 1.59 0.90 1.83

## Properties
Total charge = +1
⟨S²⟩ = 2.0061
Spin multiplicity = 3
HOMO level (alpha / beta) = -9.07 / -16.57 eV
Frontier orbital gap (alpha / beta) = 0.211 / 0.305 hartree

Löwdin population analysis, charges in e, atoms 1 to 2: atom 1 (C): 0.02, atom 2 (C): 0.08



Entry Q
Below is a cluster of 2 separate species, C3H10NO3 in total, with properties calculated with ωB97M-V/def2-TZVPD.

CARTESIAN COORDINATES (ANGSTROEM)
C 2.21 0.86 -0.53
C 1.41 0.80 0.81
C -0.27 -0.86 0.10
N 0.55 -1.88 0.00
O -3.69 0.67 -0.16
O -1.52 -0.94 -0.27
O 0.06 0.35 0.57
H 3.27 0.70 -0.35
H 1.78 0.05 -1.08
H 2.09 1.78 -1.06
H 1.38 1.70 1.32
H 1.76 0.05 1.44
H -4.06 1.49 0.13
H 0.07 -2.64 -0.41
H 1.54 -2.06 0.17
H -4.40 0.04 -0.42
H -2.19 -0.11 -0.27

## Properties
Total charge = +1
⟨S²⟩ = 2.0070
Spin multiplicity = 3
HOMO level (alpha / beta) = -9.62 / -14.91 eV
Frontier orbital gap (alpha / beta) = 0.240 / 0.206 hartree

Löwdin population analysis, charges in e, atoms 1 to 2: atom 1 (C): 0.00, atom 2 (C): -0.11



Best to worst by energy: entry Q, entry P.



Entry P
Below is the molecule C2H3BrO, with properties calculated with ωB97M-V/def2-TZVPD.

CARTESIAN COORDINATES (ANGSTROEM)
O 1.66 1.06 0.09
C 0.48 1.26 -0.11
C -0.42 0.14 -0.49
Br -2.22 0.18 0.03
H -0.09 2.28 -0.10
H -0.58 0.27 -1.52
H 0.18 -0.93 -0.25

## Properties
HOMO level = -10.28 eV
Frontier orbital gap = 0.396 hartree

Löwdin population analysis, charges in e, atoms 1 to 2: atom 1 (O): 0.05, atom 2 (C): -0.37



Entry Q
Below is a cluster of 2 separate species, C2H3BrO in total, with properties calculated with ωB97M-V/def2-TZVPD.

CARTESIAN COORDINATES (ANGSTROEM)
C 0.03 -0.26 -0.55
C 1.06 -0.17 0.48
O 0.51 -1.45 0.08
Br 2.86 0.08 -0.02
H -1.08 0.12 -0.38
H 0.12 -0.19 -1.59
H 0.49 0.12 1.84

## Properties
HOMO level = -10.26 eV
Frontier orbital gap = 0.393 hartree

Löwdin population analysis, charges in e, atoms 1 to 2: atom 1 (C): -0.25, atom 2 (C): -0.79



Best to worst by energy: entry P, entry Q.



Entry P
Below is the molecule C3H3NO4, with properties calculated with ωB97M-V/def2-TZVPD.

CARTESIAN COORDINATES (ANGSTROEM)
O -0.27 2.29 -0.66
C -0.16 1.43 0.25
C 0.35 -0.05 0.26
N 0.63 -0.40 -0.94
O 0.59 0.51 -2.05
C -0.13 -1.09 1.21
O -0.78 -0.96 2.21
O -0.09 -2.35 0.52
H -0.50 1.45 1.31
H 0.38 1.35 -1.55
H -0.03 -2.18 -0.56

## Properties
HOMO level = -10.64 eV
Frontier orbital gap = 0.328 hartree

Löwdin population analysis, charges in e, atoms 1 to 2: atom 1 (O): 0.07, atom 2 (C): -0.06



Entry Q
Below is the molecule C3H3NO4, with properties calculated with ωB97M-V/def2-TZVPD.

CARTESIAN COORDINATES (ANGSTROEM)
O 0.54 2.38 0.26
C 0.12 1.26 0.06
O 0.30 0.54 -1.05
C -0.50 -0.54 -1.36
O 0.22 -1.75 -0.72
C 0.21 -1.59 0.64
N -0.09 -0.67 1.53
O -0.67 0.56 0.96
H -0.45 -0.80 -2.42
H -1.56 -0.52 -1.23
H 0.51 -2.56 1.27

## Properties
HOMO level = -10.68 eV
Frontier orbital gap = 0.410 hartree

Löwdin population analysis, charges in e, atoms 1 to 2: atom 1 (O): 0.17, atom 2 (C): -0.52



Best to worst by energy: entry Q, entry P.



Entry P
Below is the molecule C3H3NO4, with properties calculated with ωB97M-V/def2-TZVPD.

CARTESIAN COORDINATES (ANGSTROEM)
C -1.60 -1.94 1.78
N -0.81 -0.89 1.86
O -0.59 -0.65 0.28
C 0.06 0.47 0.14
O 0.25 1.28 1.03
C 0.80 0.74 -1.24
O 1.14 1.81 -1.53
O 0.82 -0.46 -1.97
H -2.20 -2.20 2.62
H -1.86 -2.55 0.85
H 1.21 -0.49 -2.98

## Properties
HOMO level = -10.30 eV
Frontier orbital gap = 0.372 hartree

Löwdin population analysis, charges in e, atoms 1 to 2: atom 1 (C): 0.01, atom 2 (N): 0.16



Entry Q
Below is the molecule C3H3NO4, with properties calculated with ωB97M-V/def2-TZVPD.

CARTESIAN COORDINATES (ANGSTROEM)
O -2.51 0.83 -0.11
C -1.47 0.18 -0.03
O -1.47 -1.08 -0.12
C -0.08 -1.47 0.07
C 0.66 -0.34 0.04
O 1.90 0.01 -0.11
N -0.20 0.68 -0.27
O 0.32 2.10 -0.07
H 0.00 -2.67 0.16
H 2.65 -0.53 -0.59
H 0.20 2.30 1.03

## Properties
HOMO level = -8.86 eV
Frontier orbital gap = 0.322 hartree

Löwdin population analysis, charges in e, atoms 1 to 2: atom 1 (O): 0.10, atom 2 (C): -0.60



Best to worst by energy: entry P, entry Q.